A | The following is a DFT calculation (ωB97M-V/def2-TZVPD) of the molecule C3H5NOS.

```
! wB97M-V def2-TZVPD RIJCOSX def2/J DEFGRID3
* xyz 0 1
C -1.2703 -0.9514 -0.2600
N -1.6861 0.2717 -0.3077
O -0.8158 1.0493 0.5024
C 0.4450 1.2597 -0.1043
S 1.4972 -0.2171 -0.1566
C -0.0019 -1.2663 0.4185
H -1.9327 -1.6000 -0.9096
H 0.7783 2.1106 0.4846
H 0.3146 1.7021 -1.0995
H 0.3364 -2.3569 0.4117
H -0.1590 -0.9309 1.4275
*
```

Results
Structure (SMILES): C1=NOCSC1
Highest occupied orbital energy, eV: -9.06

Just the natural (NBO) charges please, in e? Sure, here they are:
1 C 0.037
2 N -0.102
3 O -0.411
4 C -0.231
5 S 0.159
6 C -0.573
7 H 0.218
8 H 0.214
9 H 0.189
10 H 0.249
11 H 0.249

B | The following is a DFT calculation (ωB97M-V/def2-TZVPD) of the molecule C3H5NOS.

```
! wB97M-V def2-TZVPD RIJCOSX def2/J DEFGRID3
* xyz 0 1
C 0.5760 -0.6128 -1.3865
C 0.5514 -0.2043 0.1143
O 0.4945 1.1592 0.2254
N -0.4798 1.6063 1.0983
C -1.2402 0.7095 1.4953
S -1.0794 -0.8882 0.7524
H -0.3706 -0.3215 -1.8456
H 1.4135 -0.0887 -1.8472
H 0.7150 -1.6396 -1.6105
H 1.3703 -0.6465 0.7385
H -1.9506 0.9265 2.2656
*
```

Results
Structure (SMILES): C[C@H]1ON=CS1
Highest occupied orbital energy, eV: -8.85

Just the natural (NBO) charges please, in e? Sure, here they are:
1 C -0.636
2 C 0.005
3 O -0.373
4 N -0.103
5 C -0.134
6 S 0.163
7 H 0.223
8 H 0.220
9 H 0.219
10 H 0.188
11 H 0.230

C | The following is a DFT calculation (ωB97M-V/def2-TZVPD) of the molecule C3H5NOS.

```
! wB97M-V def2-TZVPD RIJCOSX def2/J DEFGRID3
* xyz 0 1
C -0.6564 0.4379 -0.8437
C -0.6229 -0.9714 -0.1050
C 0.7672 0.5791 -0.2772
N 0.6888 -0.7259 0.4208
O 1.9081 0.6255 2.2541
S 0.6516 0.5764 1.5328
H -0.7166 0.4946 -1.8476
H -1.3894 1.0466 -0.3914
H -1.3766 -0.9969 0.7381
H -0.8771 -1.8111 -0.5907
H 1.6233 0.7452 -0.8901
*
```

Results
Highest occupied orbital energy, eV: -9.46

Just the natural (NBO) charges please, in e? Sure, here they are:
1 C -0.431
2 C -0.218
3 C -0.266
4 N -0.561
5 O -0.910
6 S 1.346
7 H 0.215
8 H 0.212
9 H 0.176
10 H 0.206
11 H 0.230

Most stable structure - B; separation to the second - 14.7 kcal/mol.

A | The following is a DFT calculation (ωB97M-V/def2-TZVPD) of the molecule C3H5NOS.

```
! wB97M-V def2-TZVPD RIJCOSX def2/J DEFGRID3
* xyz 0 1
O 2.3426 0.5002 0.0147
C 1.7801 -0.5541 -0.0282
C 0.2215 -0.6866 0.0067
N -0.2981 0.6334 -0.0933
C -1.5965 0.8922 -0.0313
S -2.7848 -0.2885 -0.0043
H 2.2681 -1.4811 -0.2772
H -0.2321 -1.2358 -0.7860
H -0.1123 -1.1328 1.0251
H 0.2242 1.4339 0.2809
H -1.8126 1.9192 -0.1071
*
```

Results
Structure (SMILES): O=CCNC=S
Highest occupied orbital energy, eV: -8.53

Just the natural (NBO) charges please, in e? Sure, here they are:
1 O -0.507
2 C 0.447
3 C -0.346
4 N -0.559
5 C -0.031
6 S -0.208
7 H 0.120
8 H 0.248
9 H 0.230
10 H 0.415
11 H 0.191

B | The following is a DFT calculation (ωB97M-V/def2-TZVPD) of the molecule C3H5NOS.

```
! wB97M-V def2-TZVPD RIJCOSX def2/J DEFGRID3
* xyz 0 1
S -1.6066 -2.1673 -0.9186
C -0.8165 -0.7178 -0.4055
C 0.6871 -0.4181 -0.4821
C 0.8795 0.6767 0.5250
O -0.2990 1.4856 0.5604
N -1.2122 0.4415 -0.0324
H 0.7412 -0.2210 -1.4977
H 1.2773 -1.3223 -0.1730
H 1.6244 1.5138 0.4522
H 1.0318 0.2151 1.4215
H -2.3070 0.5139 0.5502
*
```

Results
Structure (SMILES): S=C1CCON1
Highest occupied orbital energy, eV: -8.51

Just the natural (NBO) charges please, in e? Sure, here they are:
1 S -0.204
2 C 0.140
3 C -0.499
4 C -0.091
5 O -0.328
6 N -0.317
7 H 0.240
8 H 0.248
9 H 0.212
10 H 0.173
11 H 0.426

Most stable structure - A; separation to the second - 67.5 kcal/mol.

A | The following is a DFT calculation (ωB97M-V/def2-TZVPD) of the molecule C3H5NOS.

```
! wB97M-V def2-TZVPD RIJCOSX def2/J DEFGRID3
* xyz 0 1
C -0.9051 0.3424 -1.5541
C 0.0965 0.0319 -0.5138
N 1.3431 0.1773 -0.6768
S 2.1161 -0.0403 0.8686
C 0.5403 -0.3494 1.7136
O -0.4715 -0.3114 0.6945
H -1.4575 1.2147 -1.1564
H -0.4980 0.3835 -2.5640
H -1.6552 -0.4625 -1.5394
H 0.6123 -1.3366 2.1868
H 0.2789 0.3503 2.5409
*
```

Results
Structure (SMILES): CC1=NSCO1
Highest occupied orbital energy, eV: -8.30

Just the natural (NBO) charges please, in e? Sure, here they are:
1 C -0.670
2 C 0.533
3 N -0.579
4 S 0.341
5 C -0.236
6 O -0.494
7 H 0.241
8 H 0.247
9 H 0.232
10 H 0.193
11 H 0.193

B | The following is a DFT calculation (ωB97M-V/def2-TZVPD) of a structure of composition C3H5NOS.

```
! wB97M-V def2-TZVPD RIJCOSX def2/J DEFGRID3
* xyz 0 1
C -1.5151 -0.4463 -0.9211
C -1.2897 -1.4108 0.0582
C 1.9103 1.0455 0.3128
N -1.0601 0.7851 -0.6262
O -0.7152 -0.8234 1.2273
S -0.3531 0.7697 0.8344
H -1.6831 -0.6126 -1.9525
H -1.5254 -2.4553 0.3905
H 1.7699 1.8911 -0.3138
H 2.0489 0.1077 -0.2096
H 2.4126 1.1493 1.1998
*
```

Results
Highest occupied orbital energy (alpha / beta), eV: -7.07 / -7.07

Just the natural (NBO) charges please, in e? Sure, here they are:
1 C -0.078
2 C -0.049
3 C -0.702
4 N -0.779
5 O -0.636
6 S 1.189
7 H 0.224
8 H 0.233
9 H 0.203
10 H 0.205
11 H 0.191

C | The following is a DFT calculation (ωB97M-V/def2-TZVPD) of the molecule C3H5NOS.

```
! wB97M-V def2-TZVPD RIJCOSX def2/J DEFGRID3
* xyz 0 1
N -0.6739 1.4950 0.9720
C -0.7545 0.2606 0.4040
O -1.8094 -0.2976 0.1827
C 0.5887 -0.3947 0.0803
C 0.5162 -1.2067 -1.1760
S 1.6930 -1.3362 -2.2655
H -1.5278 1.9761 1.1583
H 0.2096 1.9649 1.0475
H 0.7883 -1.0888 0.9094
H 1.4259 0.3148 0.0125
H -0.4561 -1.6875 -1.3251
*
```

Results
Structure (SMILES): NC(=O)CC=S
Highest occupied orbital energy, eV: -8.81

Just the natural (NBO) charges please, in e? Sure, here they are:
1 N -0.816
2 C 0.680
3 O -0.609
4 C -0.591
5 C -0.243
6 S 0.062
7 H 0.407
8 H 0.397
9 H 0.263
10 H 0.228
11 H 0.220

Most stable structure - C; separation to the second - 16.2 kcal/mol.

A | The following is a DFT calculation (ωB97M-V/def2-TZVPD) of the molecule C3H5NOS.

```
! wB97M-V def2-TZVPD RIJCOSX def2/J DEFGRID3
* xyz 0 1
C 2.5486 0.2643 0.0549
S 1.0516 -0.9622 -0.0441
N -0.2042 0.1091 0.0220
C -1.3899 -0.4901 -0.2329
C -2.6201 0.2283 -0.1236
O -3.6259 -0.4985 0.2679
H 2.4956 0.7935 1.1165
H 3.5023 -0.2997 0.0900
H 2.2177 1.1876 -0.4022
H -1.6138 -1.6135 -0.1379
H -2.3620 1.2811 -0.6107
*
```

Results
Structure (SMILES): CS/N=C/C=O
Highest occupied orbital energy, eV: -8.88

Just the natural (NBO) charges please, in e? Sure, here they are:
1 C -0.755
2 S 0.445
3 N -0.525
4 C -0.069
5 C 0.335
6 O -0.516
7 H 0.222
8 H 0.255
9 H 0.253
10 H 0.194
11 H 0.161

B | The following is a DFT calculation (ωB97M-V/def2-TZVPD) of the molecule C3H5NOS.

```
! wB97M-V def2-TZVPD RIJCOSX def2/J DEFGRID3
* xyz 0 1
S -0.1467 2.5916 1.6253
C -0.0144 1.1940 0.7263
N -0.8992 0.1162 0.6364
C -0.4899 -0.7383 -0.4588
C 0.9932 -0.3993 -0.5523
O 1.0676 0.9670 -0.0555
H -1.7765 0.0866 1.1048
H -0.6683 -1.8158 -0.2937
H -1.0177 -0.5429 -1.3769
H 1.4841 -1.0411 0.1751
H 1.4679 -0.4180 -1.5306
*
```

Results
Structure (SMILES): S=C1NCCO1
Highest occupied orbital energy, eV: -8.43

Just the natural (NBO) charges please, in e? Sure, here they are:
1 S -0.184
2 C 0.384
3 N -0.620
4 C -0.246
5 C -0.084
6 O -0.474
7 H 0.428
8 H 0.210
9 H 0.188
10 H 0.186
11 H 0.213

C | The following is a DFT calculation (ωB97M-V/def2-TZVPD) of the molecule C3H5NOS.

```
! wB97M-V def2-TZVPD RIJCOSX def2/J DEFGRID3
* xyz 0 1
C -1.8895 -0.8042 -0.1265
C -1.0485 0.2330 0.0195
O 0.2130 -0.0099 0.0619
C 1.0703 1.0025 0.0794
N 2.3592 0.9243 -0.1742
S 2.9221 -0.7522 -0.0648
H -1.6648 -1.8431 -0.0220
H -3.0137 -0.7542 -0.4038
H -1.3423 1.3193 0.0156
H 0.6248 2.0441 -0.0517
H 1.7693 -1.3597 0.6665
*
```

Results
Structure (SMILES): C=CO/C=N\S
Highest occupied orbital energy, eV: -8.65

Just the natural (NBO) charges please, in e? Sure, here they are:
1 C -0.474
2 C 0.123
3 O -0.478
4 C 0.350
5 N -0.547
6 S 0.111
7 H 0.211
8 H 0.216
9 H 0.185
10 H 0.172
11 H 0.129

Most stable structure - B; separation to the second - 62.8 kcal/mol.

A | The following is a DFT calculation (ωB97M-V/def2-TZVPD) of the molecule C3H5NOS.

```
! wB97M-V def2-TZVPD RIJCOSX def2/J DEFGRID3
* xyz 0 1
C 3.0773 -0.1939 0.1091
C 1.8226 0.3956 -0.1075
S 0.3628 -0.4183 -0.0201
C -0.8581 0.8005 0.1648
N -2.1575 0.6200 -0.0359
O -2.4859 -0.6653 -0.0735
H 3.9823 0.3089 0.1363
H 3.1361 -1.2679 -0.0608
H 1.7750 1.5500 -0.3728
H -0.4445 1.8542 0.0149
H -3.5150 -0.7838 0.4446
*
```

Results
Structure (SMILES): C=CS/C=N\O
Highest occupied orbital energy, eV: -8.20

Just the natural (NBO) charges please, in e? Sure, here they are:
1 C -0.407
2 C -0.418
3 S 0.364
4 C -0.185
5 N -0.129
6 O -0.548
7 H 0.205
8 H 0.197
9 H 0.225
10 H 0.214
11 H 0.482

B | The following is a DFT calculation (ωB97M-V/def2-TZVPD) of a cluster of 2 separate species, C3H5NOS in total.

```
! wB97M-V def2-TZVPD RIJCOSX def2/J DEFGRID3
* xyz 0 1
C -1.5048 -1.6549 -0.3699
C 0.2047 1.2278 0.8847
C 1.0297 -0.2110 -0.7346
N -2.5288 -1.2104 -0.6052
O 1.2733 0.5298 0.3909
S -0.0187 -2.3753 -0.0658
H 0.4141 2.2916 1.2959
H -0.3533 0.5677 1.6957
H -0.5305 1.4503 0.0442
H 0.1777 -0.0737 -1.3171
H 1.8366 -0.5418 -1.2188
*
```

Results
Highest occupied orbital energy, eV: -9.25

Just the natural (NBO) charges please, in e? Sure, here they are:
1 C 0.019
2 C -0.283
3 C 0.182
4 N -0.381
5 O -0.457
6 S -0.066
7 H 0.215
8 H 0.212
9 H 0.188
10 H 0.192
11 H 0.179

Most stable structure - B; separation to the second - 31.6 kcal/mol.

A | The following is a DFT calculation (ωB97M-V/def2-TZVPD) of a cluster of 4 separate species, CH11N2O3 in total.

```
! wB97M-V def2-TZVPD RIJCOSX def2/J DEFGRID3
* xyz 1 1
N -1.1263 -0.3084 0.0776
C -1.3422 0.4624 -0.9516
N -0.4115 1.1018 -1.6309
H -0.2420 -0.7820 0.2521
H -1.8698 -0.4403 0.7601
H -2.3605 0.5302 -1.3227
H -0.6886 1.9308 -2.1355
H 0.5285 0.8994 -1.3621
H -3.1226 -0.0949 3.0021
H -3.6169 -1.3548 2.3586
O -2.9046 -0.7272 2.3138
H 2.0006 -1.7096 -1.1328
H 2.2853 -0.4012 -0.4114
O 1.5641 -0.9173 -0.8173
H 3.7555 1.1670 1.1701
H 4.4645 0.4154 0.0717
O 3.5704 0.5736 0.4266
*
```

Results
Highest occupied orbital energy, eV: -14.92

Just the natural (NBO) charges please, in e? Sure, here they are:
1 N -0.740
2 C 0.409
3 N -0.714
4 H 0.453
5 H 0.459
6 H 0.219
7 H 0.434
8 H 0.437
9 H 0.494
10 H 0.492
11 O -0.962
12 H 0.496
13 H 0.512
14 O -1.009
15 H 0.498
16 H 0.493
17 O -0.971

B | The following is a DFT calculation (ωB97M-V/def2-TZVPD) of a cluster of 4 separate species, CH11N2O3 in total.

```
! wB97M-V def2-TZVPD RIJCOSX def2/J DEFGRID3
* xyz 1 1
N -0.9027 -0.8184 -0.8059
C -0.9930 0.5089 -0.9006
N 0.1010 1.2292 -0.9302
H -0.2997 -1.3604 -0.1845
H -1.8790 -1.1781 -0.7220
H -1.9600 0.9826 -0.9214
H -0.1235 2.2610 -0.7174
H 1.1546 1.1465 -0.8068
H -3.1878 -3.4465 -0.7518
H -4.0240 -2.2718 -0.3311
O -3.1766 -2.4852 -0.7526
H 3.0160 -0.4003 -0.3121
H 2.8527 0.7874 0.6093
O 2.5674 0.4553 -0.2584
H 1.5959 1.1864 2.4490
H 2.8072 1.8326 3.1019
O 2.4515 1.5709 2.2345
*
```

Results
Highest occupied orbital energy, eV: -14.97

Just the natural (NBO) charges please, in e? Sure, here they are:
1 N -0.752
2 C 0.397
3 N -0.719
4 H 0.432
5 H 0.442
6 H 0.224
7 H 0.409
8 H 0.489
9 H 0.499
10 H 0.490
11 O -0.965
12 H 0.499
13 H 0.518
14 O -0.980
15 H 0.477
16 H 0.502
17 O -0.962

C | The following is a DFT calculation (ωB97M-V/def2-TZVPD) of a cluster of 4 separate species, CH11N2O3 in total.

```
! wB97M-V def2-TZVPD RIJCOSX def2/J DEFGRID3
* xyz 1 1
N 0.6303 -0.6056 0.2054
C 1.2285 -0.6371 -0.9509
N 2.3718 -0.0206 -1.1857
H 0.8742 -0.0662 1.0345
H -0.3248 -0.9264 0.0603
H 0.7185 -1.0849 -1.7964
H 2.6150 0.2061 -2.1360
H 2.8934 0.4781 -0.5131
H -2.5522 -0.3640 -1.6646
H -2.5237 -1.3096 -2.9104
O -2.3135 -1.2365 -1.9758
H -2.5831 0.7534 1.5773
H -2.3979 -0.6804 2.2136
O -2.4711 -0.1801 1.3971
H 1.8461 1.6668 2.6125
H 0.8441 2.4543 2.0852
O 1.1444 1.5528 1.9469
*
```

Results
Highest occupied orbital energy, eV: -14.73

Just the natural (NBO) charges please, in e? Sure, here they are:
1 N -0.702
2 C 0.397
3 N -0.719
4 H 0.460
5 H 0.449
6 H 0.241
7 H 0.427
8 H 0.420
9 H 0.479
10 H 0.486
11 O -0.962
12 H 0.482
13 H 0.488
14 O -0.967
15 H 0.488
16 H 0.495
17 O -0.963

Most stable structure - A; separation to the second - 12.7 kcal/mol.